# 1
The following is a DFT calculation (ωB97M-V/def2-TZVPD) of 8 unconnected molecules or ions with the total composition C55H65BrN9O4S4 at a distorted geometry.

- LUMO level (eV) = -5.397
- energy (eV) = -193048.80663
- multiplicity = 1
- net charge = +1
- HOMO energy (eV) = -9.28
- orbital gap (eV) = 3.9

XYZ file:
```
138
Properties=species:S:1:pos:R:3:forces:R:3
C -5.585 -0.046 -0.452 -0.15 -0.61 -1.06
C -5.484 -1.655 -0.679 0.42 1.42 -1.11
S -5.431 -2.603 0.928 0.43 0.01 -0.31
C -3.704 -3.291 1.211 0.80 0.40 -0.19
C -2.658 -2.114 0.938 1.21 -0.14 -1.44
C -1.950 -2.087 -0.467 1.16 3.54 2.88
Br -2.254 -3.455 -1.865 0.34 1.59 1.86
C -0.959 -0.904 -0.727 -2.12 -0.53 1.79
C -0.269 -0.854 -2.168 2.97 -0.37 -0.83
O 0.902 -1.268 -2.260 -4.64 1.25 0.45
O -1.033 -0.346 -3.243 0.82 -1.73 2.44
C -1.130 -1.291 -4.350 0.47 -1.66 -1.36
C -0.504 -0.776 -5.736 -0.27 -0.27 -0.26
C -0.556 0.814 -5.962 -0.68 0.07 -0.21
S 1.089 1.559 -6.471 0.66 -0.84 1.09
C 2.128 1.545 -4.916 -1.98 0.17 0.58
S 1.341 1.840 -3.474 1.49 -0.33 -1.81
N 3.569 1.240 -5.093 -0.03 0.39 2.11
C 3.772 -0.106 -4.513 0.57 -5.01 0.44
C 3.775 -1.305 -5.536 0.31 -0.62 3.43
C 3.933 -2.756 -5.027 -0.23 1.67 2.19
C 4.084 -3.125 -3.514 -0.38 4.84 -1.13
C 4.106 -1.921 -2.515 -0.44 0.66 -3.73
C 3.938 -0.444 -3.015 0.00 -2.14 -1.82
C 4.450 2.261 -4.499 2.58 4.13 1.83
C 5.902 1.975 -3.973 -0.80 2.54 0.22
C 6.818 3.066 -3.350 -3.18 1.80 -0.99
C 6.345 4.581 -3.225 -2.94 -3.59 -1.98
C 4.905 4.879 -3.772 1.86 -3.08 0.14
C 3.992 3.765 -4.390 2.85 -0.26 1.07
C -0.704 0.128 0.403 -3.07 -3.01 1.86
S 0.439 1.569 0.198 3.17 2.72 -3.52
C 0.635 2.586 1.766 -0.29 0.53 0.39
O 1.824 1.097 -0.157 -3.85 0.35 1.43
O -0.182 2.498 -0.817 0.70 -2.81 2.90
C -1.455 -0.025 1.742 0.56 -1.59 -3.77
N -2.397 -1.120 1.952 1.68 0.66 -2.50
C -3.090 -1.110 3.303 0.07 0.49 0.82
H -5.860 0.381 -1.490 0.42 -0.52 1.66
H -4.565 0.398 -0.178 -1.54 -0.66 -0.10
H -6.418 0.246 0.269 1.29 -0.39 -0.84
H -4.549 -1.810 -1.328 -1.39 -0.12 1.10
H -6.383 -2.000 -1.317 1.40 0.29 1.35
H -3.686 -3.660 2.302 -0.07 0.79 -1.71
H -3.504 -4.220 0.554 -0.12 1.84 0.92
H -2.233 -1.589 -4.463 1.53 0.81 0.19
H -0.560 -2.262 -4.078 -0.90 1.64 -0.37
H -1.145 -1.253 -6.576 0.96 0.68 1.41
H 0.551 -1.225 -5.884 -1.54 1.06 0.48
H -1.261 1.011 -6.859 1.39 -0.10 1.33
H -0.984 1.414 -5.092 0.73 -1.03 -0.99
H 3.652 -1.100 -6.664 0.25 -0.30 2.11
H 3.908 -3.643 -5.760 0.08 1.75 1.12
H 4.172 -4.199 -3.155 -0.08 1.69 -0.63
H 4.241 -2.078 -1.397 -0.22 0.17 -1.82
H 3.937 0.412 -2.242 0.00 -1.57 -1.43
H 6.332 0.920 -4.040 -0.80 1.68 0.11
H 7.865 2.813 -2.951 -1.88 0.12 -0.79
H 6.988 5.417 -2.773 -1.11 -1.55 -0.77
H 4.553 5.969 -3.680 0.32 -2.03 -0.35
H 2.968 4.130 -4.765 1.78 -0.89 0.63
H 1.535 2.257 2.392 -1.50 0.06 -1.00
H 0.851 3.654 1.383 -0.41 -1.88 0.20
H -0.349 2.640 2.340 1.40 -0.11 -0.68
H -1.273 0.727 2.574 -0.53 -1.41 -1.12
H -3.292 -2.164 3.680 0.13 1.57 -0.71
H -2.351 -0.620 4.023 -1.04 -0.80 -0.98
H -4.025 -0.439 3.277 1.32 -1.39 -0.17
N 5.854 -1.567 0.876 0.03 0.01 0.09
C 6.903 -2.384 1.210 0.08 -0.08 -0.02
C 8.036 -1.612 1.283 -0.07 -0.29 0.05
C 7.657 -0.278 0.987 -0.15 0.19 -0.01
C 6.305 -0.280 0.743 -0.09 0.16 -0.01
H 4.901 -1.866 0.749 0.19 0.07 0.07
H 6.752 -3.442 1.366 0.06 0.10 -0.01
H 9.027 -1.966 1.523 -0.11 0.03 -0.01
H 8.303 0.588 0.956 -0.07 -0.07 -0.03
H 5.627 0.520 0.485 0.09 -0.05 -0.03
N -5.699 0.668 7.248 0.02 -0.08 -0.12
C -6.162 -0.507 7.778 -0.04 0.03 0.06
C -6.545 -1.320 6.739 -0.02 -0.12 0.25
C -6.298 -0.612 5.537 0.17 0.17 -0.17
C -5.774 0.611 5.883 0.09 0.06 0.00
H -5.357 1.451 7.781 -0.08 -0.13 -0.08
H -6.181 -0.662 8.847 0.02 -0.03 -0.10
H -6.956 -2.315 6.834 0.03 0.10 0.00
H -6.484 -0.958 4.530 -0.04 0.04 0.07
H -5.449 1.443 5.276 -0.12 -0.04 0.05
N -9.004 -0.799 1.832 0.06 -0.02 -0.02
C -9.552 -0.438 3.035 -0.01 0.07 0.14
C -10.855 -0.065 2.812 0.19 -0.03 0.20
C -11.105 -0.212 1.425 0.10 -0.07 -0.25
C -9.946 -0.669 0.846 -0.06 0.05 -0.12
H -8.056 -1.112 1.694 -0.24 0.01 0.08
H -8.968 -0.476 3.943 -0.10 0.02 -0.05
H -11.551 0.274 3.564 0.08 -0.05 -0.07
H -12.030 -0.007 0.908 0.10 -0.03 0.05
H -9.711 -0.911 -0.180 -0.07 0.03 0.08
N 7.238 0.143 4.395 -0.03 -0.01 0.11
C 8.574 0.402 4.540 -0.02 0.03 -0.04
C 8.848 0.480 5.884 0.14 0.02 -0.20
C 7.633 0.254 6.576 -0.26 -0.05 0.07
C 6.658 0.046 5.631 -0.01 0.04 -0.02
H 6.757 0.039 3.514 0.21 -0.03 0.03
H 9.213 0.509 3.676 -0.05 -0.01 0.10
H 9.817 0.676 6.320 -0.09 -0.02 -0.05
H 7.488 0.244 7.646 0.01 -0.01 -0.11
H 5.603 -0.160 5.732 0.11 0.02 0.03
N -1.032 -3.496 -9.012 -0.07 0.01 0.02
C -0.911 -2.316 -9.697 0.03 0.11 -0.02
C -1.333 -2.529 -10.986 0.07 0.21 0.15
C -1.729 -3.887 -11.081 -0.04 -0.24 0.13
C -1.535 -4.457 -9.847 -0.02 -0.09 -0.05
H -0.789 -3.635 -8.044 -0.02 0.00 -0.22
H -0.534 -1.429 -9.210 0.01 -0.06 -0.09
H -1.356 -1.790 -11.774 0.01 -0.07 0.09
H -2.114 -4.390 -11.956 0.04 0.04 0.10
H -1.709 -5.462 -9.493 0.02 0.09 -0.08
N 9.962 4.997 -1.890 0.02 -0.05 0.19
C 11.300 5.248 -1.737 0.05 0.05 -0.08
C 11.571 5.317 -0.393 0.17 0.01 -0.26
C 10.354 5.093 0.295 -0.28 -0.07 0.03
C 9.379 4.895 -0.651 -0.10 0.01 -0.02
H 9.477 4.898 -2.767 0.15 0.02 0.13
H 11.943 5.358 -2.598 -0.04 0.00 0.11
H 12.539 5.506 0.047 -0.09 -0.02 -0.06
H 10.207 5.077 1.365 0.00 0.00 -0.11
H 8.323 4.691 -0.553 0.09 0.03 0.02
N -9.514 -0.343 8.992 0.02 0.04 0.06
C -10.370 0.695 9.249 -0.04 0.04 -0.02
C -11.474 0.187 9.888 0.08 0.25 -0.07
C -11.275 -1.209 10.028 0.14 -0.23 -0.02
C -10.056 -1.507 9.469 -0.01 -0.06 -0.02
H -8.623 -0.263 8.526 -0.20 -0.04 0.03
H -10.120 1.703 8.953 -0.06 -0.09 0.03
H -12.329 0.757 10.220 0.09 -0.05 -0.03
H -11.948 -1.917 10.488 0.08 0.07 -0.05
H -9.530 -2.445 9.369 -0.09 0.07 0.02
```
Positions in Å, forces in eV/Å.



# 2
The following is a DFT calculation (ωB97M-V/def2-TZVPD) of a single C5H7OPS2 molecule at a distorted geometry.

- LUMO level (eV) = 0.203
- energy (eV) = -38305.36084
- multiplicity = 1
- energy above the lowest of the compared OMol25 structures with the same formula, charge and spin (kcal/mol) = 0.00
- HOMO energy (eV) = -8.73
- orbital gap (eV) = 8.9

XYZ file:
```
16
Properties=species:S:1:pos:R:3:forces:R:3
O -0.148 2.439 1.187 0.94 0.54 -1.55
P 0.794 1.145 0.957 -1.96 -1.49 0.52
S 0.828 0.145 2.647 0.40 0.23 -1.09
S 2.632 1.701 0.052 -0.15 -1.25 0.70
C -0.116 0.336 -0.549 -0.20 -1.47 1.93
C 0.526 -0.906 -1.071 -1.23 0.34 0.97
C -0.339 -1.920 -0.950 0.77 -0.74 0.59
C -1.542 -1.449 -0.257 -0.42 0.00 -1.49
C -1.521 -0.116 -0.280 0.61 0.71 1.49
H -0.662 2.414 1.991 0.07 -0.30 0.60
H 3.024 0.375 0.337 -0.28 1.46 -0.30
H -0.048 1.058 -1.267 0.14 2.36 -2.00
H 1.467 -0.771 -1.481 1.69 -0.62 -0.88
H -0.199 -2.954 -1.263 0.10 0.29 0.08
H -2.391 -2.064 -0.031 -0.20 -0.17 0.08
H -2.305 0.566 -0.023 -0.27 0.11 0.36
```
Positions in Å, forces in eV/Å.